Record 1
The following is a DFT calculation (wB97M-V/def2-TZVPD) of a cluster of 2 separate species, C4H13N2OS in total in a non-equilibrium geometry.

Element x y z (Å)
C 0.44012 0.11062 1.65069
C -0.28210 -0.16032 0.34661
C 0.05542 0.95914 -0.85807
S -1.08131 2.33069 -0.85046
N -0.19992 -1.54540 -0.20515
C 0.70360 -2.39701 0.39808
N 0.09477 -3.58959 1.05764
H -0.18621 -0.32692 2.50471
H 0.17362 1.14350 2.00823
H 1.45663 -0.29782 1.63067
H -1.40393 0.19713 0.39773
H 1.13735 1.24430 -0.73108
H -0.26106 0.47365 -1.83965
H -0.31758 -1.60371 -1.18994
H 1.13187 -2.91915 -0.46652
H 1.45352 -1.89860 0.88766
H -0.96809 -3.53439 0.73166
H 0.24864 -3.65558 2.08583
H -0.00424 5.38530 -2.25446
H -1.30758 4.60964 -2.63959
O -0.88352 5.47454 -2.66459

**E_HOMO**: -2.702 eV
**Charge**: -1
**Orbital gap**: 6.4 eV
**Maximum force**: 0.0997 hartree/bohr
**LUMO level**: 3.66 eV
**Calculated total energy**: -743.0977 a.u.


Record 2
The following is a DFT calculation (wB97M-V/def2-TZVPD) of a structure of composition C18H16AlN3O5S3 in a non-equilibrium geometry.

Element x y z (Å)
Al -3.72477 -0.90559 0.25638
C -3.48287 2.31801 -0.78162
C -2.85397 1.47631 0.32548
C -1.62987 2.15391 0.93108
O -2.52267 0.20771 -0.21132
C -3.90207 1.28051 1.44368
O -4.19287 2.14651 2.21758
O -4.43367 0.06611 1.46978
H -2.72917 2.58831 -1.52032
H -3.94587 3.21731 -0.38252
H -4.24207 1.70421 -1.27012
H -0.85357 2.27601 0.17848
H -1.24367 1.57061 1.76528
H -1.92887 3.12941 1.30658
H -0.96077 -0.08869 -1.15742
O -5.06037 -4.08199 -1.22202
C -4.43107 -3.20819 -0.69382
O -4.77217 -1.94869 -0.62332
C -3.10267 -3.48979 -0.02272
C -2.40457 -4.67589 -0.17102
C -1.18267 -4.79639 0.47418
C -0.70407 -3.73179 1.22718
C -1.46467 -2.57989 1.31828
N -2.63877 -2.47719 0.70768
H -2.81437 -5.45709 -0.79312
H -0.60397 -5.70309 0.38438
H 0.25463 -3.79029 1.71668
H -1.14397 -1.70769 1.87178
S 4.62933 -1.53629 1.08648
C 3.44163 -0.96309 0.12638
S 2.04433 -1.98169 -0.30472
C 1.36063 -0.59009 -1.14462
N 2.10503 0.44091 -1.10502
N 3.25293 0.27391 -0.43062
C 4.14193 1.37971 -0.43382
C 5.44883 1.29921 0.03498
C 6.24623 2.43041 0.04788
C 5.76383 3.63991 -0.42052
C 4.48223 3.70491 -0.94382
C 3.67123 2.58651 -0.95512
S -0.14277 -0.70709 -2.04032
H 5.85433 0.36991 0.39448
H 7.25013 2.35111 0.43778
H 6.38323 4.52371 -0.38712
H 4.10533 4.63681 -1.33872
H 2.67703 2.64871 -1.36852

**E_HOMO**: -8.493 eV
**Orbital gap**: 7.3 eV
**Maximum force**: 0.0254 hartree/bohr
**LUMO level**: -1.15 eV
**Calculated total energy**: -2673.2087 a.u.


Record 3
The following is a DFT calculation (wB97M-V/def2-TZVPD) of a structure of composition C6H14O in a non-equilibrium geometry.

Element x y z (Å)
C 2.31101 -1.52961 0.07642
O 1.20858 -0.66292 -1.02186
C 0.79464 0.52606 -0.58786
C -0.67334 0.37185 0.03362
C -1.06238 1.79026 0.40510
C -1.57256 -0.25949 -1.01521
C -0.57476 -0.45801 1.24500
H 2.53236 -1.68064 1.14113
H 3.06344 -0.81312 -0.31335
H 2.36973 -2.43293 -0.52310
H 0.60864 1.07604 -1.53073
H 1.38000 1.15957 0.10847
H -0.40392 2.22299 1.17068
H -2.08974 1.80804 0.78670
H -1.01640 2.43504 -0.48387
H -1.20015 -1.23275 -1.36130
H -1.63786 0.40167 -1.89020
H -2.59165 -0.40434 -0.63274
H 0.21660 -1.30654 0.97806
H -1.45268 -1.08572 1.41750
H -0.20984 -0.03093 2.18341

**E_HOMO**: -9.067 eV
**Orbital gap**: 9.8 eV
**Maximum force**: 0.1094 hartree/bohr
**LUMO level**: 0.78 eV
**Calculated total energy**: -312.1288 a.u.


Record 4
The following is a DFT calculation (wB97M-V/def2-TZVPD) of the molecule C4H10N2 in a non-equilibrium geometry.

Element x y z (Å)
C 1.67267 0.58515 0.15176
C 0.24057 1.08202 -0.04452
C -0.75045 0.11088 -0.91069
N -0.30116 -1.11632 -1.47997
C -0.88056 0.31052 0.61654
N -0.30433 -0.63390 1.61475
H 1.87205 -0.49033 -0.21228
H 2.34523 1.22282 -0.45512
H 1.85396 0.83156 1.25487
H 0.12010 2.18775 -0.15854
H -1.51178 0.64495 -1.41354
H 0.54843 -0.98636 -2.07367
H -0.24348 -2.02093 -0.88209
H -1.79184 0.71674 1.03275
H 0.59479 -1.06947 0.96308
H -1.24235 -1.31661 2.12259

**E_HOMO**: -8.576 eV
**Orbital gap**: 9.5 eV
**Maximum force**: 0.1045 hartree/bohr
**SMILES string**: C[C@H]1[C@@H](N)[C@H]1N
**LUMO level**: 0.90 eV
**Calculated total energy**: -267.7871 a.u.


Record 5
The following is a DFT calculation (wB97M-V/def2-TZVPD) of a cluster of 10 separate species, C18H50FO14P2 in total in a non-equilibrium geometry.

Element x y z (Å)
C 3.91290 -1.97382 1.98434
C 4.14008 -1.40701 0.56478
C 3.40616 -2.17942 -0.55137
C 1.90018 -2.43125 -0.24391
C 1.14477 -1.07990 -0.34248
C -0.04171 -1.04059 -1.33358
P 0.10780 -1.96043 -2.94452
O -0.24025 -3.36807 -2.77024
O 1.69216 -1.88969 -3.39048
O -0.76155 -1.27048 -4.14697
O -1.02963 -1.83401 -0.63116
P -2.45095 -0.94733 -0.20730
C -3.31005 -2.52355 0.51261
F -2.40832 -3.02301 1.51312
C -4.62721 -2.16918 1.19251
C -4.99973 -3.06361 2.42102
O -1.75611 0.64943 -0.48792
C -0.73928 0.38548 -1.43417
C 0.13397 1.59959 -1.84083
C 0.47215 2.57222 -0.72038
C 0.34664 3.94250 -0.98456
C 0.67434 4.88151 -0.02296
C 1.13142 4.50795 1.23694
C 1.25419 3.14969 1.52740
C 1.76484 2.64458 2.87021
C 0.92459 2.21964 0.54308
H 2.92238 -1.71793 2.38524
H 4.65557 -1.53283 2.67056
H 4.07538 -3.06217 2.02864
H 3.86709 -0.34126 0.58820
H 5.22502 -1.45993 0.36659
H 3.41314 -1.54300 -1.45453
H 3.94024 -3.09983 -0.83112
H 1.53326 -3.20938 -0.92427
H 1.76986 -2.82964 0.77860
H 1.83864 -0.24625 -0.54942
H 0.69761 -0.89420 0.64405
H 1.96082 -0.96284 -3.51310
H -0.12900 -1.08572 -4.85979
H -2.87330 -1.15241 -1.58312
H -3.71436 -0.21661 -0.08802
H -2.07945 -0.72738 1.17950
H -3.42772 -3.30163 -0.25818
H -5.43111 -2.25630 0.44465
H -4.65074 -1.12153 1.53249
H -4.97673 -2.43530 3.32574
H -6.05098 -3.37638 2.31805
H -4.34151 -3.92474 2.56943
H -1.34200 0.23910 -2.35971
H -0.45829 2.17001 -2.57202
H 1.01984 1.24265 -2.39005
H 0.01246 4.27097 -1.97263
H 0.59735 5.94943 -0.24902
H 1.41674 5.21673 2.01769
H 2.13226 1.62166 2.70397
H 0.96661 2.56979 3.61833
H 2.61045 3.24544 3.21763
H 1.03648 1.17144 0.81823
O -0.21635 0.57987 4.61187
H -0.38285 0.77528 5.53951
H -1.09462 0.47294 4.22814
O -3.47011 1.90894 -3.70526
H -3.07526 1.07932 -3.99927
H -3.68395 1.74673 -2.77759
O 0.89037 -4.29108 2.48650
H 0.73728 -4.06799 3.41205
H 0.00473 -4.40667 2.12212
O -4.91084 -1.13733 -5.18536
H -3.95083 -1.09596 -5.14614
H -5.16509 -0.24888 -5.44389
O 1.20515 2.27370 -4.77033
H 0.96953 2.16842 -5.69784
H 0.90470 3.16084 -4.54674
O 4.86797 2.60999 3.14359
H 4.71154 3.33442 2.53141
H 5.29007 3.03337 3.90135
O 5.16678 4.95227 4.60328
H 5.00974 5.67945 3.99148
H 5.59108 5.36861 5.36095
O -3.54422 0.97159 -6.27744
H -3.79060 0.88909 -7.20489
H -3.83065 1.85962 -6.02737
O -1.52404 -3.34937 4.53327
H -1.77467 -3.39241 3.60001
H -1.79222 -2.46592 4.80088

**E_HOMO**: -4.392 eV
**Charge**: -1
**Orbital gap**: 6.1 eV
**Maximum force**: 0.0614 hartree/bohr
**LUMO level**: 1.68 eV
**Calculated total energy**: -2551.8425 a.u.


Record 6
The following is a DFT calculation (wB97M-V/def2-TZVPD) of a cluster of 2 separate species, C2H12N4 in total in a non-equilibrium geometry.

Element x y z (Å)
N -0.95059 -0.37511 -2.54328
C -0.89727 0.90368 -1.81998
N 0.48936 1.25211 -1.50832
H -0.70770 -0.21554 -3.52588
H -0.04111 -0.74535 -2.20004
H -1.48968 1.66878 -2.33582
H -1.39914 0.79631 -0.85210
H 1.12571 1.23004 -2.29411
H 0.63775 2.07703 -0.93604
N -0.80823 -1.10107 2.01741
C 0.41830 -0.29662 2.19333
N 1.69581 -0.93738 2.01718
H -0.89749 -1.35593 1.03702
H -1.63734 -0.53615 2.18018
H 0.33160 0.57515 1.51456
H 0.44908 0.14949 3.18310
H 1.77295 -1.45904 1.14712
H 1.90800 -1.63041 2.72568

**E_HOMO (spin up / spin down)**: 1.298 / -5.179 eV
**Charge**: -1
**Orbital gap (spin up / spin down)**: 2.9 / 9.2 eV
**Maximum force**: 0.0299 hartree/bohr
**Expectation value of S²**: 0.751
**Multiplicity**: 2
**LUMO level (spin up / spin down)**: 4.18 / 4.07 eV
**Calculated total energy**: -302.3403 a.u.


> Which of these has the highest calculated total energy?

C4H10N2